C18H56O19 | the ωB97M-V functional and the def2-TZVPD basis

Positions of all 93 atoms, in Å:
O -0.14495 -2.23235 -0.98101
C -0.98195 -3.08735 -1.75601
C -0.68195 -4.56035 -1.36501
O -1.45095 -5.43535 -2.09601
H 0.71905 -2.30835 -1.36601
H -1.97095 -2.94635 -1.33501
H -0.88595 -2.93235 -2.82101
H -0.89895 -4.69135 -0.29601
H 0.43505 -4.84235 -1.52501
H -1.17595 -6.32935 -1.94501
O 4.57205 -0.24835 -2.87301
C 4.23205 -1.52335 -2.44301
C 2.66705 -1.57335 -2.25201
O 2.25805 -2.88935 -2.09201
H 5.13305 -0.34335 -3.63801
H 4.56905 -2.19635 -3.26101
H 4.73005 -1.82335 -1.53901
H 2.07205 -1.18435 -3.08601
H 2.37205 -0.94835 -1.38901
H 2.61305 -3.33935 -2.85201
O -3.62495 2.29965 -2.96401
C -4.25495 2.03565 -1.78701
C -3.40395 1.42665 -0.68301
O -4.07095 1.22265 0.54099
H -4.28695 2.66465 -3.56501
H -4.84295 2.94665 -1.57401
H -5.06595 1.27865 -2.00101
H -2.52795 2.05965 -0.47101
H -2.94495 0.51265 -0.98601
H -4.59795 0.43565 0.40399
O 1.23405 3.92365 1.99599
C 0.06605 3.62365 1.22099
C -0.88595 3.02165 2.25399
O -0.90495 3.79665 3.46299
H 1.23505 4.80565 2.31499
H -0.28695 4.59465 0.84899
H 0.18805 2.87065 0.44799
H -0.63895 2.02065 2.41499
H -1.88495 2.85465 1.80999
H -0.01395 3.79665 3.83099
O -1.79095 -3.59535 2.53599
C -1.46395 -2.31235 2.42399
C -2.58695 -1.47435 1.94299
O -2.28995 -0.10935 2.13599
H -2.16195 -3.87035 1.71899
H -1.14995 -2.08935 3.41899
H -0.60395 -2.12535 1.75899
H -3.56395 -1.60835 2.40899
H -2.72795 -1.68635 0.86699
H -3.12495 0.43965 2.10599
O -0.92995 1.75565 -3.15101
C -0.84995 0.38065 -3.17401
C -1.53295 -0.06235 -4.45101
O -1.44695 -1.45135 -4.65201
H -1.83495 1.95565 -3.23401
H 0.16805 0.05365 -3.23301
H -1.29895 -0.09935 -2.26901
H -0.98895 0.42265 -5.28101
H -2.60295 0.27765 -4.54401
H -2.29295 -1.81835 -4.73601
O 1.99305 0.01365 2.33599
C 3.01305 -0.61135 1.68199
C 2.71605 -2.10235 1.70099
O 3.59105 -2.62835 0.73199
H 1.38405 0.24865 1.62899
H 3.16705 -0.09935 0.66199
H 3.85305 -0.25535 2.25099
H 1.67705 -2.27335 1.48999
H 2.95805 -2.63335 2.57799
H 4.50605 -2.46635 0.95699
O 0.48505 3.96665 -2.03301
C 1.87205 3.65265 -1.92401
C 2.16305 2.13665 -2.04401
O 3.37605 1.72365 -1.49501
H 0.00705 3.48565 -2.74701
H 2.40805 4.16365 -2.78701
H 2.34305 4.18265 -1.00701
H 2.23105 1.89765 -3.09701
H 1.38605 1.52165 -1.52701
H 3.62205 0.84565 -1.84201
O 1.56005 0.95865 6.61699
C 0.16705 0.70765 6.29199
C 0.00205 0.44565 4.82399
O -1.29295 -0.00135 4.63399
H 1.98205 1.66065 6.09199
H -0.17095 -0.10835 6.87399
H -0.39695 1.62465 6.54099
H 0.60305 -0.42335 4.55399
H 0.28405 1.27365 4.17499
H -1.43895 -0.11935 3.68099
O -0.33895 0.13965 0.30699
H -0.23395 -0.64035 -0.24401
H -1.06995 -0.02535 0.94099

The value obtained for the total energy is -58469.30132 eV. The charge is 0. As for the LUMO energy: 0.0 eV. As for the HOMO energy: -9.112 eV. As for the energy above the lowest of the compared OMol25 structures with the same formula, charge and spin: 67.6 kcal per mole. As for the largest force on an atom: 0.0761 hartree/bohr.

=====

C5H7N | the ωB97M-V functional and the def2-TZVPD basis

Positions of all 13 atoms, in Å:
C 2.67172 -0.06093 -0.30106
C 1.54948 -0.24045 0.12336
C 0.19565 -0.11053 0.75254
C -0.75972 0.98744 0.23690
C -1.41603 -0.14077 -0.63332
N -0.79018 -1.15227 0.39531
H 3.73420 0.16533 -0.48369
H 0.38537 -0.04205 1.80278
H -1.32437 1.23207 1.11278
H -0.48456 1.84661 -0.42122
H -0.86202 -0.36243 -1.58813
H -2.51606 -0.17640 -0.83987
H -0.38347 -1.94564 -0.15640

The value obtained for the total energy is -6784.99192 eV. The charge is 0. As for the LUMO energy: 1.1 eV. As for the HOMO energy: -9.292 eV. As for the energy above the lowest of the compared OMol25 structures with the same formula, charge and spin: 81.2 kcal per mole. As for the largest force on an atom: 0.0456 hartree/bohr.

=====

C22H31FN2O3 | the ωB97M-V functional and the def2-TZVPD basis

Positions of all 59 atoms, in Å:
C -9.01775 -1.69354 -0.04280
O -7.58465 -1.26724 -0.19511
C -7.08645 -0.70919 1.02086
C -5.75212 -0.35740 0.83843
C -5.72954 0.72041 -0.20158
H -6.37919 1.61835 0.46920
C -4.44178 1.29592 -0.20671
C -3.59707 1.89739 0.74126
C -2.28580 2.49219 0.34520
N -1.42211 1.44980 -0.32307
C -0.32668 1.28944 0.19073
O 0.06227 1.60938 1.12699
C 0.53733 -0.11828 -0.76505
C 2.01573 0.21919 -0.20016
N 2.68921 -1.09622 -0.70388
C 2.16400 -2.30541 -0.02121
O 2.86149 -3.48555 -0.26138
C 0.83691 -2.21210 0.58827
C 0.05276 -1.24270 -0.46552
H -0.18931 -1.83468 -1.23204
H -1.08612 -1.29004 -0.03203
H 0.85788 -1.56405 1.62865
H 0.47279 -3.04647 0.72798
C 3.92353 -0.93429 -1.06059
C 5.02329 -0.24112 -0.54859
C 5.58396 0.90739 -0.45808
C 6.43924 1.24910 0.41420
C 6.93233 0.82836 1.43649
C 6.35366 -0.66455 1.75177
C 5.54216 -1.19902 0.83193
H 5.15552 -2.05783 0.83787
H 6.76604 -1.25107 2.33551
H 7.64992 1.12190 2.17334
H 6.74598 2.31790 0.23640
F 5.01150 1.58013 -1.46913
H 4.30565 -1.80072 -1.48183
H 3.91525 -0.35938 -2.30318
H 2.47642 0.99052 -0.47352
H 2.02268 0.36623 0.85909
H 0.32915 0.44362 -1.61722
C -2.06371 0.95848 -1.34084
H -1.68105 0.37996 -1.80041
C -3.59164 0.36896 -1.10329
H -4.05105 -0.05089 -2.01641
H -3.42322 -0.40568 -0.58360
H -2.15703 1.83466 -2.17026
H -1.55659 2.64396 1.35246
H -2.26330 3.20340 -0.15060
H -4.11446 2.71981 1.31256
H -3.52508 1.09423 1.57397
H -4.46054 2.34720 -1.06991
H -6.23114 0.67885 -1.03413
H -5.05211 -1.08417 0.32826
H -5.32810 -0.17570 1.94573
H -7.75810 -0.04359 1.53660
H -7.24201 -1.51871 1.99840
H -9.76289 -0.94440 0.11634
H -9.26212 -2.52395 0.62827
H -9.31050 -1.92526 -1.10771

The value obtained for the total energy is -35131.77485 eV. The charge is 0. As for the LUMO energy: 0.5 eV. As for the HOMO energy: -7.899 eV. As for the energy above the lowest of the compared OMol25 structures with the same formula, charge and spin: 616.8 kcal per mole. As for the largest force on an atom: 0.3848 hartree/bohr.

=====

C18H57N15O9 | the ωB97M-V functional and the def2-TZVPD basis

Positions of all 99 atoms, in Å:
C -2.07566 -0.13520 -6.12152
O -1.36778 0.03580 -4.85707
C 0.06279 -0.06980 -5.09685
C 0.68338 -0.54119 -3.77750
C 2.21071 -0.52973 -3.68207
N 0.24613 -1.89499 -3.40133
H -1.72704 -0.93484 -6.77507
H -1.85679 0.75964 -6.70415
H -3.16002 -0.21173 -6.04151
H 0.31657 -0.78146 -5.88249
H 0.38586 0.91413 -5.43687
H 0.46004 0.20559 -3.01557
H 2.65648 0.43604 -3.92014
H 2.70000 -1.19368 -4.39472
H 2.67426 -0.88095 -2.76019
H 0.33863 -2.47984 -4.21956
H -0.75493 -1.76145 -3.38914
C -7.37827 2.62559 -0.96494
O -6.04003 2.22363 -0.64334
C -5.13981 2.66494 -1.60398
C -3.79020 2.01848 -1.38267
C -3.11659 2.63823 -0.20517
N -2.86961 2.10269 -2.58406
H -7.60775 2.19066 -1.93771
H -7.54788 3.69954 -1.04222
H -8.16580 2.40075 -0.24568
H -5.39398 2.26403 -2.58519
H -5.19624 3.74565 -1.73422
H -3.95580 0.96490 -1.15765
H -2.26517 2.05102 0.13885
H -3.83522 2.64017 0.61438
H -2.86101 3.69520 -0.27998
H -3.41140 1.68736 -3.32841
H -2.23148 1.36112 -2.33311
C -0.12691 -5.27148 7.01942
O -0.48203 -4.43737 5.96002
C 0.03346 -4.89524 4.70787
C -0.27660 -3.83355 3.60719
C 0.19821 -4.48787 2.36088
N 0.50073 -2.73965 3.99156
H -0.56883 -6.26758 6.99518
H -0.72790 -4.93408 7.86386
H 0.93956 -5.37163 7.22119
H 1.06063 -5.25571 4.65226
H -0.55522 -5.79274 4.51800
H -1.24712 -3.37577 3.41580
H -0.43198 -5.35821 2.17786
H 1.22016 -4.83964 2.50222
H 0.22367 -3.82365 1.49702
H 0.22294 -2.46009 4.92149
H 1.44547 -3.03389 4.19402
N 0.83318 3.49591 1.32360
C 1.34866 4.52161 0.79073
N 1.55346 5.47353 1.64378
O 1.64249 4.55057 -0.36116
H 0.54706 2.64848 0.85446
H 0.49515 3.67207 2.25890
H 1.51043 5.28597 2.63528
H 1.98006 6.32771 1.31439
N 5.16689 -0.39635 0.69802
C 4.48278 -0.56674 -0.41232
N 5.06773 0.07932 -1.37597
O 3.56423 -1.33691 -0.57314
H 5.83903 0.35104 0.79670
H 4.53843 -0.64303 1.44921
H 4.68155 0.25265 -2.29299
H 5.73749 0.77506 -1.08024
N 2.34859 -3.32153 -2.10800
C 2.87304 -4.28227 -2.74281
N 4.00410 -4.61042 -2.12127
O 2.38120 -4.87675 -3.72068
H 2.85563 -2.78642 -1.41759
H 1.57403 -2.92066 -2.61740
H 4.44377 -5.49217 -2.34331
H 4.02417 -4.14516 -1.22504
N -0.34293 3.41324 -2.25134
C -0.40703 4.54254 -2.85967
N -1.37625 4.48721 -3.68029
O 0.47791 5.37417 -2.88000
H 0.30229 3.37952 -1.47503
H -1.15119 2.80782 -2.23434
H -1.42234 5.24315 -4.34852
H -2.14789 3.84190 -3.58947
N -0.16460 1.66835 6.55380
C 0.61351 1.78065 5.52755
N 1.55397 0.85284 5.35782
O 0.43679 2.65438 4.66252
H -1.06478 2.07399 6.34111
H -0.04393 0.82094 7.08991
H 1.26177 -0.00527 5.80320
H 2.06653 1.07730 4.51699
N 0.25312 0.19541 2.31119
C 0.51394 0.11191 1.00594
N 1.17471 -0.94870 0.74660
O 0.25577 0.97275 0.18687
H -0.21062 1.05679 2.56233
H 0.47754 -0.55970 2.94328
H 1.81377 -1.02509 -0.03177
H 1.22241 -1.60408 1.51361

The value obtained for the total energy is -60369.52094 eV. The charge is 0. As for the LUMO energy: -0.2 eV. As for the HOMO energy: -7.837 eV. As for the energy above the lowest of the compared OMol25 structures with the same formula, charge and spin: 132.0 kcal per mole. As for the largest force on an atom: 0.1478 hartree/bohr.